[1]
# CH3NO3

CH3NO3 in the gas phase at a distorted geometry (the ωB97M-V functional and the def2-TZVPD basis, the OMol25 dataset).

Calculated values
Energy relative to the best compared isomer or geometry (same formula, charge and spin) = 54.3 kcal per mole
Orbital gap = 11.41 eV
Spin multiplicity = 1
SMILES = O=[N+]([O-])CO

Atoms and positions in Å:
1 O 2.41814 0.85422 -0.01375
2 N 1.66091 -0.07809 0.11519
3 O 1.86143 -1.21886 -0.04393
4 C 0.14303 0.27775 0.37596
5 O -0.54629 -0.93760 0.18184
6 H 0.11469 0.77716 1.31920
7 H -0.11941 0.76897 -0.49882
8 H -0.56883 -1.57540 0.98199

Atomic forces in eV per Å
0.44 0.29 0.20
-1.98 2.32 0.07
1.55 -2.59 -0.18
0.82 -3.62 -0.25
-0.55 -0.50 2.57
-0.32 0.34 0.49
-0.36 1.88 -1.09
0.40 1.88 -1.81



[2]
# CH3NO3PS

2 unconnected molecules or ions with the total composition CH3NO3PS at a distorted geometry (the ωB97M-V functional and the def2-TZVPD basis, the OMol25 dataset).

Calculated values
Energy relative to the best compared isomer or geometry (same formula, charge and spin) = 73.9 kcal per mole
Orbital gap = 7.85 eV
Spin multiplicity = 1
Net charge = +1

Atoms and positions in Å:
1 C -2.61113 -0.36459 0.30540
2 N -3.21379 -1.18547 0.78989
3 O 0.97272 -0.73051 -1.30262
4 O 2.05463 1.05214 0.01874
5 O 0.43257 -0.41368 1.27249
6 P 0.63285 0.27896 -0.10561
7 S -1.05658 1.49322 -0.43873
8 H 0.17090 -1.26627 -1.77405
9 H 2.47365 1.16292 -0.80386
10 H 0.14418 -0.02673 2.03835

Atomic forces in eV per Å
4.44 5.30 -2.48
-1.84 -2.47 1.35
-3.33 -0.75 0.14
-3.70 -0.97 1.70
1.61 -2.00 -4.45
1.92 -0.29 -0.01
-1.58 -2.86 0.96
2.55 1.79 1.66
1.26 0.39 -2.06
-1.34 1.86 3.19



[3]
# CH3NO3S

A gas-phase ion, CH3NO3S (charge -2) at a distorted geometry (the ωB97M-V functional and the def2-TZVPD basis, the OMol25 dataset).

Calculated values
Energy relative to the best compared isomer or geometry (same formula, charge and spin) = 33.2 kcal per mole
Orbital gap = 4.71 eV
Spin multiplicity = 1
Net charge = -2

Atoms and positions in Å:
1 C 0.13241 0.24358 -0.36904
2 N 1.50727 -0.74116 0.32451
3 O 2.50915 0.17474 0.40046
4 O -2.27672 -1.00441 -0.41433
5 O -2.15682 1.44641 0.03719
6 S -1.56070 0.10630 0.37231
7 H 0.66192 1.18326 -0.26221
8 H 0.10174 -0.32037 -1.40508
9 H 1.08175 -1.08833 1.31617

Atomic forces in eV per Å
1.31 -3.95 -0.63
-2.81 0.31 0.04
0.30 -0.26 0.81
0.86 0.69 0.42
-0.19 0.47 -0.09
-0.02 -0.73 -0.27
-0.39 0.26 -0.27
-0.05 1.73 1.71
0.98 1.48 -1.71



[4]
# CH3NO3S

A molecular structure, CH3NO3S at a distorted geometry (the ωB97M-V functional and the def2-TZVPD basis, the OMol25 dataset).

Calculated values
Energy relative to the best compared isomer or geometry (same formula, charge and spin) = 127.3 kcal per mole
Orbital gap (spin up / spin down) = 9.19 / 9.19 eV
Spin multiplicity = 1

Atoms and positions in Å:
1 C 0.90762 0.05682 -0.67237
2 N 0.49180 -0.20269 1.31774
3 O -1.41064 1.50781 -1.01341
4 O -1.56136 -0.89751 -0.65841
5 O -0.67887 0.54903 1.17615
6 S -0.85370 0.34017 -0.48562
7 H 1.59738 0.83311 -0.18210
8 H 1.24379 -0.91530 -0.97309
9 H 0.26400 -1.27143 1.49112

Atomic forces in eV per Å
-0.28 0.57 6.10
1.80 -2.11 -1.81
0.03 1.56 -0.78
0.91 0.34 -0.27
-0.79 0.16 -1.73
-0.55 -1.98 2.17
-1.04 -0.87 -1.89
0.07 -0.06 -0.86
-0.17 2.39 -0.93



Copy entry 3 word for word.
# CH3NO3S

A gas-phase ion, CH3NO3S (charge -2) at a distorted geometry (the ωB97M-V functional and the def2-TZVPD basis, the OMol25 dataset).

Calculated values
Energy relative to the best compared isomer or geometry (same formula, charge and spin) = 33.2 kcal per mole
Orbital gap = 4.71 eV
Spin multiplicity = 1
Net charge = -2

Atoms and positions in Å:
1 C 0.13241 0.24358 -0.36904
2 N 1.50727 -0.74116 0.32451
3 O 2.50915 0.17474 0.40046
4 O -2.27672 -1.00441 -0.41433
5 O -2.15682 1.44641 0.03719
6 S -1.56070 0.10630 0.37231
7 H 0.66192 1.18326 -0.26221
8 H 0.10174 -0.32037 -1.40508
9 H 1.08175 -1.08833 1.31617

Atomic forces in eV per Å
1.31 -3.95 -0.63
-2.81 0.31 0.04
0.30 -0.26 0.81
0.86 0.69 0.42
-0.19 0.47 -0.09
-0.02 -0.73 -0.27
-0.39 0.26 -0.27
-0.05 1.73 1.71
0.98 1.48 -1.71